71
Properties=species:S:1:pos:R:3:mulliken_charge:R:1 method="wB97M-V/def2-TZVPD" orbital_gap_ev=7.59 homo_ev=-7.3 smiles="CC1(C)OB([C@H](/C=C/c2ccccc2)c2ccccc2)OC1(C)C.Cc1ccc(-c2ccccc2)s1" e_above_lowest_kcal_mol=17.8 fmax_ha_per_bohr=0.07403 e_tot_ha=-1813.905708
C 0.38 0.25 -1.41 -0.28
C 1.65 -0.37 -0.93 0.98
C 2.80 0.45 -0.90 -0.32
C 4.03 -0.07 -1.31 -0.93
C 4.14 -1.42 -1.62 -0.25
C 3.05 -2.28 -1.40 -1.01
C 1.83 -1.76 -0.99 -0.10
C -0.37 -0.59 -2.41 -0.90
C -1.37 -0.07 -3.20 -0.79
C -2.56 -0.76 -3.63 0.74
C -3.61 -0.03 -4.23 -0.38
C -4.86 -0.62 -4.46 -0.58
C -5.06 -1.97 -4.13 -0.46
C -4.01 -2.72 -3.59 -0.69
C -2.76 -2.14 -3.36 -0.29
H 0.69 1.21 -1.86 0.00
H 2.70 1.51 -0.68 0.46
H 4.90 0.58 -1.40 0.41
H 5.08 -1.83 -2.00 0.41
H 3.16 -3.35 -1.56 0.43
H 0.97 -2.42 -0.86 0.70
H -0.09 -1.64 -2.49 0.63
H -1.28 0.97 -3.54 0.38
H -3.44 1.01 -4.50 0.36
H -5.67 -0.03 -4.89 0.37
H -6.03 -2.43 -4.31 0.37
H -4.16 -3.78 -3.36 0.38
H -1.93 -2.71 -2.94 0.29
C 1.60 2.70 4.86 -1.35
C 1.64 1.55 3.93 0.65
C 0.82 0.42 3.97 -0.84
C 1.25 -0.59 3.06 -0.30
C 2.47 -0.31 2.43 0.32
B -1.05 0.89 -0.92 0.86
C 3.45 -1.27 2.01 1.01
C 4.80 -0.92 1.78 -0.47
C 5.70 -1.86 1.30 -0.70
C 5.31 -3.20 1.13 -0.43
C 4.00 -3.58 1.44 -0.81
C 3.09 -2.64 1.90 -0.29
O -1.80 0.13 -0.07 -0.63
C -2.71 1.07 0.55 1.93
C -4.09 0.80 -0.06 -1.83
C -2.67 0.73 2.03 -1.58
C -2.11 2.50 0.15 1.67
C -3.09 3.56 -0.31 -1.91
C -1.22 3.11 1.23 -1.79
O -1.31 2.22 -1.03 -0.58
S 2.85 1.38 2.72 -0.23
H 0.85 2.54 5.64 0.38
H 2.58 2.84 5.33 0.33
H 1.35 3.62 4.33 0.29
H -0.03 0.34 4.64 0.39
H 0.74 -1.54 2.94 0.37
H 5.13 0.11 1.95 0.31
H 6.72 -1.55 1.05 0.38
H 6.02 -3.92 0.72 0.38
H 3.67 -4.62 1.28 0.38
H 2.06 -2.93 2.12 0.21
H -4.85 1.45 0.39 0.35
H -4.07 0.97 -1.15 0.23
H -4.37 -0.24 0.12 0.44
H -3.31 1.40 2.61 0.36
H -3.02 -0.30 2.17 0.43
H -1.64 0.78 2.42 0.08
H -3.83 3.78 0.48 0.37
H -2.53 4.48 -0.52 0.43
H -3.59 3.24 -1.23 0.34
H -1.83 3.39 2.10 0.35
H -0.42 2.43 1.56 0.01
H -0.75 4.02 0.85 0.53